Below is C18H36FO18Tl as an isolated structure in a non-equilibrium geometry, with properties calculated with ωB97M-V/def2-TZVPD.

As for the HOMO-LUMO gap: 5.06 eV. As for the charge: +2. As for the max |F|: 8.4 eV/A. Its energy above the lowest of the compared OMol25 structures with the same formula, charge and spin is 353.3 kcal/mol. As for the LUMO energy: -9.82 eV.

Each line ends with the Mulliken charge.
Positions of all 74 atoms, in Å:
H  9.711  18.765  -25.634  0.30
H  2.985  19.396  -30.812  0.22
H  4.442  19.842  -31.635  0.26
O  3.226  17.049  -31.211  -0.50
C  7.234  19.987  -25.816  0.93
O  8.500  20.440  -25.689  -0.33
H  3.379  13.457  -29.937  0.39
O  4.735  16.600  -27.915  -0.10
H  4.773  21.796  -25.105  0.61
H  10.461  20.279  -26.241  0.35
H  4.997  18.232  -25.307  -0.15
H  7.709  13.263  -25.896  0.39
C  2.198  18.625  -28.219  0.80
H  9.285  19.390  -27.254  0.20
H  4.671  20.193  -25.764  -0.52
H  5.619  20.367  -26.794  -1.57
O  5.326  19.681  -29.122  -0.54
H  5.063  18.222  -23.458  0.27
O  6.833  19.045  -26.584  -1.16
O  5.909  16.689  -24.404  -0.22
H  3.748  19.674  -26.648  0.12
Tl  6.203  18.013  -28.180  2.11
H  3.927  16.359  -33.021  0.36
H  1.622  19.547  -28.298  0.42
H  4.773  21.978  -26.285  0.28
C  3.233  17.093  -25.565  0.26
O  4.499  17.664  -29.538  -0.68
H  6.283  22.021  -27.040  0.47
C  5.579  18.052  -24.403  -0.49
C  3.814  14.386  -29.566  -0.36
C  3.537  20.257  -31.190  -0.28
H  3.758  15.163  -30.329  0.05
H  0.037  22.288  -22.955  0.34
F  4.625  18.803  -26.756  0.96
O  2.312  17.815  -29.429  -0.41
O  2.876  16.102  -26.642  -0.49
C  4.337  16.606  -32.042  -0.76
O  1.853  20.612  -23.359  -0.61
C  6.298  16.117  -25.522  0.90
O  3.133  15.067  -28.505  -0.42
C  3.711  15.945  -27.719  0.48
H  4.799  20.252  -24.028  0.88
C  3.101  19.674  -25.770  0.00
O  4.707  21.696  -28.217  -0.36
H  3.061  16.586  -24.616  0.58
H  2.316  18.925  -25.877  1.06
C  4.647  20.715  -29.099  0.64
H  2.901  20.672  -31.971  0.36
H  6.432  18.730  -24.382  0.63
H  4.940  15.770  -31.687  0.32
O  6.492  20.752  -25.023  -0.42
O  6.651  14.898  -25.201  -0.34
C  9.563  19.662  -26.236  -0.63
H  3.811  19.320  -25.022  0.73
H  1.658  17.932  -27.574  0.83
H  6.618  14.073  -27.098  0.16
C  7.261  14.200  -26.227  -0.67
C  5.096  20.768  -24.941  -0.52
H  5.108  17.362  -32.192  0.27
H  4.857  14.275  -29.272  0.17
O  2.610  21.011  -25.487  -0.35
C  5.380  21.412  -26.991  0.53
C  1.890  21.319  -24.380  0.71
H  2.675  18.024  -25.668  -0.98
C  0.487  23.076  -23.559  -0.71
O  6.144  16.532  -26.700  -0.50
O  1.393  22.510  -24.566  -0.33
H  -0.350  23.621  -23.995  0.28
C  3.407  17.477  -30.014  -0.03
H  1.095  23.655  -22.863  0.29
H  8.118  14.676  -26.705  0.26
O  3.777  21.113  -30.047  -0.32
H  3.167  18.737  -27.733  -2.38
H  4.272  17.396  -25.696  -0.05